Entry from OMol25: C38H47GeN9O2SSr as an isolated structure (ωB97M-V with the def2-TZVPD basis set).

```
99
Properties=species:S:1:pos:R:3:forces:R:3:mulliken_charge:R:1
Sr -0.022 -1.274 0.061 11.251 6.575 -1.846 2.8469
N -0.440 -2.792 -1.466 -2.072 -2.181 0.328 -0.6708
C -0.645 -3.657 -0.237 -0.982 -1.009 -0.208 -0.7233
C -2.011 -3.109 0.377 -0.557 -0.538 -1.275 0.1026
N -2.031 -1.607 0.137 -7.558 -1.396 1.793 -2.2805
C -3.332 -1.050 -0.419 0.078 -1.055 0.417 -0.9903
C -3.542 -1.467 -1.865 0.428 0.369 0.101 -0.8226
N -2.543 -0.759 -2.665 -0.140 -0.095 0.022 -0.4053
C -1.819 -1.044 1.500 -2.003 -0.355 1.357 -1.1109
C -0.681 -1.848 2.194 -0.994 -0.090 1.799 -2.3599
N 0.415 -0.948 2.540 -0.994 -0.835 0.589 0.0479
H -1.213 -2.103 -1.131 0.312 -1.391 -3.471 0.7604
H -0.895 -3.279 -2.232 0.485 0.030 -0.322 0.3925
H 0.215 -3.684 0.500 -0.555 -0.016 -1.097 0.3988
H -0.827 -4.706 -0.455 0.237 -0.026 -0.297 0.8076
H -2.261 -3.433 1.384 0.361 0.365 0.252 0.3427
H -2.821 -3.567 -0.191 0.172 0.144 -0.466 0.6321
H -3.293 0.033 -0.316 0.168 0.057 -0.040 0.3016
H -4.156 -1.409 0.202 -0.059 0.013 0.071 0.4086
H -4.585 -1.300 -2.148 -0.010 0.124 0.021 0.5298
H -3.370 -2.540 -1.961 -0.043 -0.044 -0.085 0.3626
H -2.749 0.234 -2.686 0.030 0.004 -0.031 0.2070
H -2.522 -1.078 -3.626 0.054 -0.023 0.014 0.1921
H -2.747 -1.229 2.042 0.042 0.165 0.129 0.8997
H -1.709 0.054 1.468 0.451 -0.181 -0.102 0.7928
H -0.386 -2.586 1.426 0.051 -0.202 2.978 1.2194
H -1.089 -2.433 3.018 0.022 0.067 0.117 0.2398
H 1.036 -1.449 3.168 0.413 0.280 -0.188 0.2374
H -0.004 -0.191 3.074 0.398 0.292 -0.084 0.2461
C 3.743 2.126 3.402 -0.020 -0.056 -0.085 -1.9021
C 3.388 0.856 2.683 0.186 0.111 0.183 0.1570
N 2.469 0.733 1.815 -0.051 -0.053 0.022 0.8375
O 1.682 1.860 1.635 -0.087 -0.131 0.046 -0.4846
C 4.131 -0.389 3.028 -0.058 0.139 -0.203 0.5869
C 5.511 -0.349 3.615 -0.013 -0.044 -0.042 -1.7670
N 3.522 -1.498 2.844 -0.273 0.194 0.309 0.6216
O 3.752 -2.667 3.126 0.164 -0.105 -0.168 -0.6110
H 2.948 2.854 3.275 0.028 0.022 0.043 0.3757
H 4.661 2.544 2.981 -0.010 -0.019 0.041 0.3296
H 3.911 1.946 4.464 0.007 0.006 -0.017 0.4715
H 1.102 1.599 0.885 0.258 0.175 0.135 -0.4169
H 6.141 0.336 3.048 0.002 -0.011 0.028 0.3594
H 5.949 -1.344 3.579 0.036 0.021 0.005 0.4454
H 5.483 -0.018 4.655 0.020 0.016 -0.025 0.3602
N -2.604 4.047 1.858 -0.050 0.149 0.122 -0.0180
C -3.079 3.389 2.978 -0.107 0.170 -0.031 0.5122
C -3.927 3.792 4.005 0.065 0.058 -0.004 -1.2605
C -4.243 2.845 4.958 -0.001 -0.090 -0.004 -0.4471
C -3.729 1.541 4.886 0.048 0.040 -0.049 -0.8773
C -2.863 1.164 3.877 -0.038 0.017 0.008 -0.2008
C -2.535 2.108 2.900 0.323 -0.048 -0.259 0.3957
N -1.725 2.006 1.756 -0.536 0.012 0.510 0.0029
C -1.818 3.174 1.175 0.177 -0.191 -0.195 -0.0951
C -1.222 3.478 -0.128 -0.010 -0.208 0.120 -0.2263
C -1.452 4.581 -0.887 -0.096 0.300 -0.034 -0.5395
S -0.638 4.439 -2.374 0.027 0.123 -0.160 -0.1930
C -0.054 2.911 -1.900 0.078 -0.259 0.353 -0.1814
N -0.419 2.527 -0.709 -0.164 -0.038 -0.172 0.5518
H -2.781 5.005 1.611 0.013 0.002 0.000 0.2165
H -4.312 4.802 4.066 -0.023 -0.027 -0.030 0.4231
H -4.900 3.108 5.776 -0.005 0.010 -0.019 0.4001
H -4.020 0.819 5.637 0.046 0.021 0.035 0.4435
H -2.467 0.157 3.856 0.044 0.003 0.015 0.2108
H -2.052 5.450 -0.667 0.019 -0.030 0.019 0.4299
H 0.599 2.324 -2.531 0.020 0.077 -0.026 0.1037
C 4.187 4.201 -2.799 0.006 -0.014 -0.010 -0.6666
C 3.749 4.141 -1.484 0.002 0.041 0.053 -0.8533
C 3.174 2.976 -0.990 -0.003 -0.125 -0.065 -0.2469
C 3.023 1.834 -1.787 -0.142 0.155 0.020 0.0717
C 3.500 1.911 -3.100 -0.083 0.048 0.097 0.3272
C 4.067 3.077 -3.604 -0.001 -0.014 -0.034 -0.7646
Ge 2.175 0.140 -1.092 1.849 0.650 -1.395 1.6437
C 3.891 -0.780 -0.632 -0.207 -0.531 0.201 0.0065
C 3.818 -2.168 -0.432 -0.055 0.676 0.149 -0.4010
C 4.947 -2.940 -0.228 -0.062 -0.207 0.077 -0.7280
C 6.195 -2.333 -0.214 0.116 0.064 -0.001 -0.7888
C 6.295 -0.961 -0.397 0.023 -0.013 0.022 -0.7343
C 5.152 -0.195 -0.609 -0.047 0.106 0.069 -0.3857
C 2.029 -0.804 -2.895 -0.591 0.186 -0.113 0.2374
C 0.822 -0.610 -3.586 0.359 -0.094 0.310 -0.1173
C 0.579 -1.182 -4.827 -0.105 0.061 -0.031 -0.6305
C 1.557 -1.968 -5.421 0.029 -0.035 0.030 -0.7266
C 2.769 -2.158 -4.769 -0.018 -0.013 -0.082 -0.7812
C 3.000 -1.581 -3.525 -0.001 0.008 0.052 -0.3846
H 4.626 5.111 -3.190 0.002 -0.016 0.008 0.3622
H 3.857 5.006 -0.840 -0.013 -0.023 -0.007 0.4326
H 2.839 2.953 0.039 -0.002 0.070 0.010 0.5445
H 3.425 1.041 -3.739 0.013 0.041 -0.087 0.2863
H 4.419 3.106 -4.628 -0.005 -0.018 0.021 0.4082
H 2.822 -2.610 -0.446 0.093 -0.356 -0.061 0.1138
H 4.872 -4.011 -0.080 -0.039 0.014 -0.001 0.4283
H 7.087 -2.930 -0.067 -0.018 0.016 0.007 0.3553
H 7.269 -0.486 -0.390 -0.019 -0.008 -0.004 0.3971
H 5.242 0.875 -0.767 0.065 -0.038 -0.019 0.3342
H 0.068 0.002 -3.094 -0.171 -0.029 -0.204 0.0974
H -0.360 -1.014 -5.347 0.022 0.023 0.034 0.3677
H 1.378 -2.424 -6.387 0.025 0.023 0.005 0.3853
H 3.545 -2.749 -5.243 -0.013 -0.002 0.032 0.4214
H 3.960 -1.728 -3.044 -0.014 -0.049 -0.032 0.3694
```
Forces are in eV/Å.

HOMO-LUMO gap (alpha / beta): 0.23478 / 0.23472 hartree
Charge: +1
<S²>: 0.76
HOMO energy (alpha / beta): -8.82 / -8.82 eV
2S+1: 2
DFT total energy: -4624.80063 Ha
Energy above the lowest of the compared OMol25 structures with the same formula, charge and spin: 920.79 kJ/mol